Computed, not measured: a cluster of 2 separate species, C15H27N4O7 in total, with ωB97M-V/def2-TZVPD.

As for the orbital gap: 9.750 eV. The value obtained for the strongest force on any atom is 1.9 eV Å⁻¹. The molar mass comes out at 375.4 u. The value obtained for the HOMO energy is -12.23 eV. Its relative energy (zero: lowest compared OMol25 entry of this formula, charge and spin) is 15.97 kcal per mole. The total energy comes out at -1333.287359 hartree.

Structure (ORCA input):
```
! wB97M-V def2-TZVPD RIJCOSX def2/J DEFGRID3
* xyz 1 1
C 0.84833 -3.63308 3.84573
O 1.81669 -3.66353 -0.79106
H 1.02706 -5.46973 4.99848
H 0.72051 -0.17530 -0.29717
H -0.32143 1.22575 -2.53044
H -1.65047 6.10203 -2.98270
H -0.55510 7.12613 -3.92627
H -5.24402 3.73733 -1.23651
O -0.12338 -2.58185 3.78857
C -3.17233 3.61465 -1.72391
N 0.24121 0.59758 0.15515
C -4.60908 3.20245 -1.94291
C -0.80797 3.33048 -2.45155
H 3.43064 -5.16643 -1.67303
C 2.43385 -3.85483 0.26121
H -2.57270 2.39010 -3.20199
H 0.04655 6.30261 -2.47708
O 0.95153 -2.15834 1.11699
N -2.25066 3.03884 -2.49804
O 4.18790 -4.96935 -1.08849
H 0.20340 -4.48618 1.95946
H 2.71369 -2.74288 2.09442
C 3.73463 -4.67834 0.24580
H -4.71329 2.13085 -1.78297
H 1.02437 2.26646 -2.09772
H -1.01318 -2.94987 3.64624
H -4.91037 3.45676 -2.95778
O 1.95508 -5.38546 2.57270
O -0.04879 2.91497 -4.68211
H 0.07674 5.24366 -5.10252
C 1.14867 -4.20815 2.43939
N -0.24019 5.06043 -4.16113
H -0.61343 4.15730 -1.76989
N -0.58933 1.87961 1.72459
H 3.57088 -5.62589 0.76438
C 1.88094 -3.18436 1.53782
C -0.00293 0.69090 1.47844
C -0.62166 6.20964 -3.33550
C -0.21395 1.75297 -0.46056
C -0.71525 2.56093 0.52690
H -1.10619 3.56415 0.40301
O -2.89296 4.43488 -0.85894
H -0.60135 -5.17619 4.34344
H 1.77809 -3.23972 4.27303
H -0.00969 -4.24278 5.73690
C 0.27948 -4.69986 4.78502
H 4.51507 -4.13494 0.78638
H 1.51635 -6.06132 3.12319
H 0.25316 -0.06592 2.22178
C -0.32286 3.76468 -3.84733
C -0.04073 2.09392 -1.93006
H 0.47493 -2.52668 0.34170
H -0.86647 2.23093 2.63695
*
```

Here are the natural (NBO) charges for atoms 1 to 8, given in e: number 1, C, carries 0.08; number 2, O, carries -0.57; number 3, H, carries 0.22; number 4, H, carries 0.47; number 5, H, carries 0.25; number 6, H, carries 0.21; number 7, H, carries 0.23; number 8, H, carries 0.25